122
Properties=species:S:1:pos:R:3:mulliken_charge:R:1 method="wB97M-V/def2-TZVPD" de_lowest_kcal_mol=20.0 orbital_gap_ha=0.207 charge=-2 lumo_ev=4.08
Sn 0.48 -1.11 -0.35 1.931
C 3.19 0.90 1.34 -0.667
Si 1.69 2.02 1.22 0.485
C 2.11 3.38 2.51 -1.208
C 1.73 2.89 -0.44 -0.578
N 0.25 1.04 1.28 0.070
P -1.09 1.51 2.05 1.276
C -2.51 0.53 1.85 1.184
P -2.84 -1.26 1.64 -0.823
N -1.55 -1.96 0.84 0.640
Si -1.57 -3.68 0.71 -0.041
C -1.31 -4.20 -1.10 -0.727
C -3.21 -4.47 1.26 -1.243
C -0.17 -4.48 1.69 -0.645
C -3.76 1.14 2.36 -0.860
C -3.82 1.97 3.50 0.025
C -5.00 2.58 3.91 -0.702
C -6.18 2.39 3.21 -0.659
C -6.16 1.54 2.11 -0.734
C -4.99 0.93 1.70 -0.694
C -2.56 -1.75 3.43 0.417
C -1.32 -1.60 4.05 -0.081
C -1.14 -1.96 5.37 -0.922
C -2.20 -2.50 6.10 -0.585
C -3.43 -2.66 5.50 -0.603
C -3.61 -2.28 4.17 -0.563
C -0.50 1.95 3.76 0.576
C -0.92 3.04 4.51 0.321
C -0.40 3.28 5.77 -0.971
C 0.53 2.41 6.32 -0.758
C 0.93 1.29 5.60 -0.920
C 0.42 1.07 4.33 -1.048
C -1.59 3.14 1.32 0.950
C -2.51 3.15 0.28 -0.951
C -2.78 4.31 -0.43 -0.940
C -2.10 5.48 -0.12 -0.719
C -1.15 5.48 0.88 -0.860
C -0.90 4.32 1.60 -0.380
H 4.11 1.49 1.33 0.474
H 3.25 0.19 0.51 -0.288
H 3.18 0.31 2.26 0.257
H 3.16 3.27 2.80 0.467
H 1.52 3.33 3.42 0.380
H 1.99 4.37 2.07 0.357
H 2.65 3.47 -0.57 0.396
H 0.88 3.58 -0.55 0.157
H 1.67 2.15 -1.24 -0.157
H -2.04 -3.73 -1.76 0.289
H -1.38 -5.28 -1.22 0.412
H -0.31 -3.90 -1.44 -0.239
H -4.04 -3.85 0.93 0.330
H -3.25 -4.53 2.35 0.287
H -3.34 -5.48 0.86 0.420
H 0.77 -3.97 1.45 -0.092
H -0.05 -5.54 1.46 0.378
H -0.34 -4.38 2.77 0.242
H -2.95 2.07 4.12 0.624
H -4.99 3.20 4.80 0.427
H -7.10 2.87 3.53 0.364
H -7.08 1.35 1.56 0.388
H -5.00 0.27 0.84 0.383
H -0.51 -1.20 3.46 0.498
H -0.17 -1.83 5.85 0.425
H -2.05 -2.79 7.13 0.348
H -4.26 -3.09 6.06 0.374
H -4.58 -2.40 3.69 0.369
H -1.64 3.74 4.09 0.352
H -0.71 4.16 6.33 0.377
H 0.94 2.59 7.31 0.387
H 1.66 0.61 6.02 0.492
H 0.77 0.23 3.74 0.354
H -3.03 2.23 0.02 0.362
H -3.52 4.30 -1.22 0.449
H -2.31 6.40 -0.67 0.364
H -0.59 6.38 1.11 0.417
H -0.15 4.33 2.37 0.154
O -1.94 -0.16 -1.51 -0.763
H -2.31 -0.75 -0.83 0.255
H -1.78 0.66 -1.03 0.240
O 3.93 -2.99 2.01 -0.717
C 3.11 -2.57 1.26 0.752
N 2.29 -2.15 0.50 -0.643
C 4.85 0.11 -5.48 -1.159
Si 4.08 0.10 -3.73 0.342
C 4.33 1.91 -3.19 -0.973
C 5.34 -0.88 -2.69 -1.048
Si 1.90 -0.64 -3.22 -0.035
Si 0.67 0.32 -5.02 0.389
C -1.04 -0.52 -5.17 -0.952
C 0.23 2.15 -4.73 -1.091
C 1.30 0.34 -6.82 -1.180
Si 2.12 -2.87 -4.01 0.211
C 0.49 -3.71 -4.53 -1.195
C 3.31 -3.31 -5.44 -1.150
C 2.74 -3.94 -2.57 -0.553
H 5.91 0.34 -5.45 0.381
H 4.35 0.85 -6.11 0.316
H 4.72 -0.86 -5.97 0.241
H 5.36 2.25 -3.33 0.399
H 4.08 2.03 -2.13 0.009
H 3.67 2.58 -3.75 0.274
H 6.31 -0.39 -2.63 0.395
H 5.49 -1.88 -3.10 0.259
H 4.96 -1.01 -1.67 0.193
H -1.48 -0.64 -4.17 0.064
H -0.95 -1.51 -5.61 0.294
H -1.73 0.07 -5.78 0.397
H -0.35 2.26 -3.81 0.207
H -0.36 2.56 -5.55 0.331
H 1.13 2.76 -4.62 0.261
H 1.58 -0.67 -7.15 0.236
H 2.19 0.97 -6.92 0.295
H 0.54 0.73 -7.51 0.379
H 0.21 -3.45 -5.55 0.353
H -0.33 -3.40 -3.88 0.219
H 0.56 -4.80 -4.47 0.407
H 3.06 -2.75 -6.34 0.246
H 3.28 -4.37 -5.68 0.364
H 4.34 -3.05 -5.17 0.278
H 2.07 -3.85 -1.71 -0.199
H 3.72 -3.61 -2.23 0.280
H 2.81 -5.01 -2.83 0.413

119
Properties=species:S:1:pos:R:3:mulliken_charge:R:1 method="wB97M-V/def2-TZVPD" orbital_gap_ha="0.291 / 0.292" charge=+1 s2=6.049 lumo_ev="-1.67 / -1.64" spin_multiplicity=5
Cr -0.45 -0.10 0.19 0.197
C 0.82 2.89 0.25 -1.227
O 0.35 1.73 0.94 0.781
C 0.40 1.85 2.36 -0.571
C -0.92 1.41 2.93 -1.234
O -1.18 0.11 2.39 0.401
C -2.40 -0.46 2.88 0.055
C -3.63 0.30 2.45 -1.235
O -3.59 0.43 1.06 0.659
C -4.83 0.86 0.53 -1.222
H 1.79 3.19 0.65 0.570
H 0.08 3.69 0.36 0.205
H 0.93 2.63 -0.80 -0.013
H 0.59 2.89 2.63 0.590
H 1.22 1.23 2.73 0.139
H -1.70 2.11 2.62 0.081
H -0.88 1.36 4.02 0.435
H -2.34 -0.55 3.97 0.344
H -2.44 -1.45 2.44 -0.683
H -3.71 1.28 2.93 0.436
H -4.51 -0.29 2.78 0.539
H -5.16 1.79 1.01 0.344
H -5.60 0.09 0.67 0.399
H -4.68 1.05 -0.53 0.195
C 5.71 2.06 0.45 -1.547
C 4.24 2.31 0.78 -0.228
C 4.08 2.68 2.25 -1.341
C 3.43 1.10 0.36 0.359
C 3.11 0.07 1.23 -0.571
C 2.51 -1.11 0.78 1.307
C 2.45 -2.28 1.75 0.823
C 3.83 -2.94 1.87 -1.574
C 1.98 -1.87 3.15 -1.591
C 2.16 -1.25 -0.58 -0.024
C 2.45 -0.19 -1.47 1.543
C 3.07 0.95 -0.97 -0.604
C 2.21 -0.28 -2.97 1.169
C 1.97 1.09 -3.63 -1.968
C 3.40 -0.92 -3.70 -1.562
C 1.85 -2.61 -1.14 -0.255
C 2.99 -3.28 -1.60 -0.957
C 2.93 -4.51 -2.21 -1.112
C 1.70 -5.12 -2.40 -1.231
C 0.57 -4.49 -1.93 -0.494
C 0.61 -3.25 -1.26 0.008
P -0.98 -2.58 -0.62 1.644
C -1.46 -3.79 0.80 2.400
C -1.06 -5.26 0.60 -2.028
C -2.98 -3.76 1.03 -1.898
C -0.74 -3.34 2.08 -2.018
C -2.21 -2.78 -2.05 2.430
C -1.56 -2.10 -3.26 -1.761
C -2.60 -4.20 -2.48 -1.983
C -3.48 -2.00 -1.68 -1.784
H 6.31 2.94 0.69 0.470
H 5.85 1.83 -0.61 0.343
H 6.10 1.22 1.03 0.307
H 3.90 3.15 0.17 0.458
H 4.51 1.92 2.91 0.307
H 3.04 2.82 2.53 0.159
H 4.61 3.61 2.46 0.473
H 3.40 0.14 2.27 0.323
H 1.76 -3.02 1.35 -0.584
H 4.56 -2.22 2.25 0.287
H 4.19 -3.32 0.91 0.278
H 3.79 -3.78 2.57 0.486
H 2.74 -1.31 3.68 0.450
H 1.76 -2.76 3.75 0.502
H 1.07 -1.26 3.12 0.068
H 3.31 1.76 -1.66 0.450
H 1.32 -0.90 -3.13 -0.645
H 2.92 1.61 -3.80 0.466
H 1.33 1.73 -3.03 0.317
H 1.50 0.95 -4.60 0.490
H 4.32 -0.39 -3.44 0.316
H 3.26 -0.83 -4.78 0.480
H 3.53 -1.97 -3.47 0.315
H 3.95 -2.79 -1.48 0.902
H 3.84 -4.99 -2.56 0.452
H 1.62 -6.07 -2.90 0.493
H -0.38 -4.98 -2.06 0.547
H -1.56 -5.74 -0.24 0.242
H -1.35 -5.81 1.50 0.574
H 0.01 -5.37 0.47 0.468
H -3.53 -4.21 0.22 0.415
H -3.36 -2.75 1.18 0.282
H -3.19 -4.34 1.93 0.537
H 0.13 -3.95 2.27 0.484
H -1.40 -3.46 2.95 0.533
H -0.41 -2.30 2.06 -0.032
H -0.59 -2.55 -3.50 0.294
H -1.43 -1.03 -3.12 0.005
H -2.22 -2.25 -4.12 0.680
H -1.88 -4.63 -3.17 0.461
H -3.55 -4.13 -3.02 0.537
H -2.76 -4.90 -1.66 0.262
H -3.27 -1.04 -1.21 -0.083
H -4.15 -2.57 -1.04 0.345
H -4.03 -1.79 -2.61 0.629
F -2.59 0.88 -1.69 -0.322
C -1.24 1.01 -1.44 0.207
F -0.64 0.77 -2.68 -0.366
H -1.10 2.08 -1.25 0.541
C -3.07 6.48 2.54 -0.832
N -2.78 6.58 1.12 0.222
C -2.60 7.77 0.43 -0.571
C -2.40 7.45 -0.86 -0.526
N -2.46 6.07 -0.95 0.275
C -2.32 5.33 -2.19 -0.779
C -2.70 5.53 0.27 0.057
Se -2.89 3.74 0.65 -0.426
H -4.07 6.85 2.75 0.328
H -2.34 7.06 3.10 0.357
H -3.01 5.44 2.82 0.175
H -2.64 8.72 0.93 0.467
H -2.23 8.07 -1.71 0.491
H -3.01 5.72 -2.94 0.370
H -2.55 4.29 -1.99 0.110
H -1.30 5.41 -2.56 0.340

Max |F| values, unit Eh/bohr, following the record order: 0.020, 0.010.